This record from the OMol25 dataset describes 3 unconnected molecules or ions with the total composition C5H15NO2. The level of theory is wB97M-V/def2-TZVPD.

```
23
Properties=species:S:1:pos:R:3:forces:R:3:mulliken_charge:R:1
C -1.885 -0.354 0.388 -0.1 -0.1 -0.1 -1.70
C -0.472 -0.537 -0.106 0.0 0.0 -0.1 0.67
C -0.162 -1.809 -0.842 -0.1 0.0 0.1 -1.53
C 0.439 0.427 0.059 0.0 0.1 0.0 1.05
C 1.848 0.377 -0.463 0.0 0.1 -0.1 -1.56
N 0.090 1.658 0.676 0.1 -0.1 0.3 -0.74
H -2.348 0.535 -0.053 0.0 0.0 0.0 0.30
H -1.939 -0.264 1.476 0.0 0.0 0.1 0.39
H -2.507 -1.207 0.117 0.0 0.0 0.0 0.42
H 0.898 -1.917 -1.054 0.0 0.0 -0.1 0.36
H -0.714 -1.871 -1.783 0.0 0.1 -0.1 0.38
H -0.480 -2.676 -0.258 0.0 0.0 0.1 0.43
H 2.349 1.333 -0.315 0.0 0.0 0.1 0.49
H 2.435 -0.391 0.037 0.0 -0.1 0.0 0.27
H 1.861 0.188 -1.537 0.0 -0.1 0.0 0.33
H -0.697 1.569 1.307 -0.1 0.0 -0.1 0.19
H 0.862 2.060 1.196 0.0 0.0 -0.2 0.19
O 1.292 -1.852 2.238 0.1 0.0 0.1 -0.69
H 0.723 -1.389 1.606 0.0 0.0 0.0 0.38
H 1.140 -2.791 2.096 0.0 0.1 0.0 0.32
O -1.093 2.718 -1.837 0.1 0.0 0.2 -0.65
H -0.996 3.666 -1.958 0.0 0.0 0.0 0.30
H -0.644 2.526 -0.991 -0.1 0.0 -0.2 0.41
```
Forces are in eV/Å.

Summary:
* SMILES: CC(C)=C(C)N.O.O
* relative energy (zero: lowest compared OMol25 entry of this formula, charge and spin): 0.485 eV